Formula: C19H43B2N3O5S
Source: the OMol25 dataset
Level of theory: ωB97M-V with the def2-TZVPD basis set

Structure (XYZ):
```
73
C19H43B2N3O5S | the OMol25 dataset | ωB97M-V with the def2-TZVPD basis set
N -5.121 -1.271 -2.745
B -4.074 -0.383 -2.368
O -2.947 -0.298 -3.131
B -4.072 0.578 -0.964
C -5.266 1.578 -0.588
S -4.750 3.217 -0.885
O -4.027 3.218 -2.103
O -4.120 3.790 0.245
H -5.110 -1.526 -3.725
H -6.054 -0.956 -2.523
H -2.754 -1.133 -3.595
H -3.119 0.488 -0.258
H -5.576 1.461 0.439
H -6.113 1.404 -1.233
H -5.884 3.919 -1.092
C 1.877 3.827 3.270
C 1.795 2.369 2.740
C 2.071 2.320 1.234
C 0.921 2.808 0.359
C -0.364 2.079 0.730
C -0.702 2.200 2.212
N 0.460 1.773 3.052
O 0.526 0.495 3.094
C -1.145 3.639 2.513
C -1.904 1.334 2.529
C 2.893 1.588 3.446
H 0.982 4.119 3.812
H 2.696 3.937 3.980
H 2.038 4.551 2.471
H 2.294 1.286 0.948
H 2.969 2.900 1.011
H 0.797 3.890 0.451
H 1.155 2.618 -0.690
H -1.201 2.462 0.143
H -0.258 1.020 0.469
H -1.342 3.769 3.578
H -2.070 3.847 1.977
H -0.431 4.398 2.203
H -1.758 0.293 2.246
H -2.766 1.702 1.972
H -2.150 1.361 3.591
H 2.704 1.528 4.518
H 3.839 2.104 3.290
H 2.994 0.577 3.058
C 3.683 -2.417 -2.285
C 2.163 -2.096 -2.323
C 1.778 -1.148 -1.185
C 1.711 -1.805 0.191
C 0.818 -3.041 0.148
C 1.249 -4.038 -0.924
N 1.361 -3.356 -2.252
O 0.204 -3.205 -2.789
C 2.579 -4.690 -0.507
C 0.238 -5.169 -1.020
C 1.902 -1.384 -3.641
H 3.879 -3.485 -2.274
H 4.183 -2.039 -3.176
H 4.179 -1.974 -1.420
H 0.796 -0.713 -1.402
H 2.485 -0.316 -1.160
H 2.714 -2.063 0.543
H 1.309 -1.092 0.915
H 0.813 -3.537 1.120
H -0.213 -2.728 -0.044
H 2.948 -5.353 -1.290
H 2.422 -5.288 0.389
H 3.361 -3.973 -0.271
H -0.770 -4.803 -1.200
H 0.229 -5.723 -0.083
H 0.499 -5.861 -1.822
H 2.090 -2.044 -4.488
H 2.575 -0.531 -3.713
H 0.882 -1.012 -3.714
```

**HOMO level (alpha / beta)**: -8.1 / -9.2 eV
**Charge**: 0
**Kohn-Sham gap (alpha / beta)**: 7.778 / 8.813 eV
**Expectation value of S²**: 2.01
**Spin multiplicity**: 3
**LUMO energy (alpha / beta)**: -0.372 / -0.373 eV

And the Löwdin charges, in e, turn out to be: number 1, N, carries 0.17; number 2, B, carries -0.60; number 3, O, carries 0.12; number 4, B, carries 0.01; number 5, C, carries -0.25; number 6, S, carries 0.61; number 7, O, carries -0.31; number 8, O, carries -0.33; number 9, H, carries 0.08; number 10, H, carries 0.07; number 11, H, carries 0.11; number 12, H, carries 0.06; number 13, H, carries 0.09; number 14, H, carries 0.08; number 15, H, carries 0.08; number 16, C, carries -0.02; number 17, C, carries -0.48; number 18, C, carries -0.14; number 19, C, carries -0.16; number 20, C, carries -0.13; number 21, C, carries -0.49; number 22, N, carries -0.09; number 23, O, carries -0.03; number 24, C, carries -0.03; number 25, C, carries -0.04; number 26, C, carries -0.05; number 27, H, carries 0.07; number 28, H, carries 0.08; number 29, H, carries 0.08; number 30, H, carries 0.11; number 31, H, carries 0.12; number 32, H, carries 0.11; number 33, H, carries 0.11; number 34, H, carries 0.12; number 35, H, carries 0.12; number 36, H, carries 0.09; number 37, H, carries 0.07; number 38, H, carries 0.07; number 39, H, carries 0.08; number 40, H, carries 0.07; number 41, H, carries 0.09; number 42, H, carries 0.09; number 43, H, carries 0.09; number 44, H, carries 0.07; number 45, C, carries -0.02; number 46, C, carries -0.48; number 47, C, carries -0.14; number 48, C, carries -0.17; number 49, C, carries -0.13; number 50, C, carries -0.50; number 51, N, carries -0.09; number 52, O, carries -0.02; number 53, C, carries -0.04; number 54, C, carries -0.04; number 55, C, carries -0.05; number 56, H, carries 0.06; number 57, H, carries 0.08; number 58, H, carries 0.08; number 59, H, carries 0.12; number 60, H, carries 0.12; number 61, H, carries 0.11; number 62, H, carries 0.09; number 63, H, carries 0.13; number 64, H, carries 0.13; number 65, H, carries 0.09; number 66, H, carries 0.09; number 67, H, carries 0.06; number 68, H, carries 0.08; number 69, H, carries 0.09; number 70, H, carries 0.09; number 71, H, carries 0.09; number 72, H, carries 0.09; number 73, H, carries 0.08

Formula: C19H43BiN2OP3Se
Source: the OMol25 dataset
Level of theory: ωB97M-V with the def2-TZVPD basis set

Structure (XYZ):
```
70
C19H43BiN2OP3Se | the OMol25 dataset | ωB97M-V with the def2-TZVPD basis set
Bi -0.029 0.221 0.443
P -0.189 -1.535 2.800
P 2.695 -0.137 0.630
P -2.844 -0.354 0.296
H 1.293 0.768 -7.340
C 0.401 1.404 -7.421
C 0.353 2.608 -6.823
H 1.254 3.144 -6.494
C 0.026 -3.344 2.574
C 1.105 -1.167 4.045
C -1.699 -1.484 3.835
C 3.427 0.549 -0.888
C 3.518 0.697 2.015
C 3.282 -1.854 0.693
C -3.374 0.316 -1.313
C -3.977 0.389 1.512
C -3.334 -2.109 0.217
H -0.375 1.004 -8.088
H -0.585 3.165 -6.739
H 0.003 -3.825 3.566
H 0.985 -3.539 2.075
H -0.790 -3.727 1.943
H 0.908 -1.756 4.956
H 1.058 -0.096 4.285
H 2.107 -1.410 3.664
H -1.606 -2.250 4.623
H -2.596 -1.693 3.236
H -1.789 -0.492 4.304
H 4.517 0.609 -0.773
H 3.024 1.559 -1.049
H 3.175 -0.079 -1.755
H 4.524 0.275 2.152
H 2.949 0.567 2.943
H 3.596 1.771 1.806
H 4.379 -1.818 0.650
H 2.886 -2.424 -0.159
H 2.962 -2.345 1.621
H -4.463 0.248 -1.428
H -2.882 -0.234 -2.126
H -3.070 1.369 -1.379
H -5.018 0.273 1.181
H -3.759 1.460 1.624
H -3.869 -0.089 2.493
H -4.406 -2.179 -0.019
H -3.138 -2.596 1.179
H -2.747 -2.626 -0.554
C 0.142 -1.583 -2.945
C 0.449 -0.299 -3.442
C 0.294 -0.024 -4.799
C -0.018 -1.035 -5.708
C -0.268 -2.328 -5.228
C -0.232 -2.586 -3.862
Se 0.171 -2.164 -1.125
H -0.217 1.390 -0.918
H 0.764 0.487 -2.757
H 0.410 0.994 -5.160
H -0.080 -0.823 -6.772
H -0.508 -3.125 -5.930
H -0.487 -3.566 -3.460
C 1.574 4.264 3.338
N 0.277 3.826 3.797
C -0.361 2.754 3.285
N -1.553 2.465 3.876
O 0.114 2.077 2.331
H 1.900 3.560 2.567
H 2.294 4.272 4.167
H 1.518 5.272 2.904
H -0.145 4.282 4.592
H -2.075 1.662 3.553
H -1.852 2.995 4.686
```

**HOMO level (alpha / beta)**: -15.9 / -15.9 eV
**Charge**: +3
**ΔE to the lowest compared entry with this formula, charge and spin**: 8.4 kJ/mol
**Kohn-Sham gap (alpha / beta)**: 4.571 / 4.273 eV
**Spin multiplicity**: 1
**LUMO energy (alpha / beta)**: -11.364 / -11.653 eV

And the Löwdin charges, in e, turn out to be: number 1, Bi, carries 1.06; number 2, P, carries 0.72; number 3, P, carries 0.67; number 4, P, carries 0.68; number 5, H, carries 0.07; number 6, C, carries -0.11; number 7, C, carries -0.06; number 8, H, carries 0.07; number 9, C, carries -0.24; number 10, C, carries -0.24; number 11, C, carries -0.24; number 12, C, carries -0.24; number 13, C, carries -0.22; number 14, C, carries -0.24; number 15, C, carries -0.25; number 16, C, carries -0.24; number 17, C, carries -0.25; number 18, H, carries 0.08; number 19, H, carries 0.07; number 20, H, carries 0.08; number 21, H, carries 0.04; number 22, H, carries 0.05; number 23, H, carries 0.08; number 24, H, carries 0.05; number 25, H, carries 0.04; number 26, H, carries 0.08; number 27, H, carries 0.02; number 28, H, carries 0.05; number 29, H, carries 0.08; number 30, H, carries 0.06; number 31, H, carries 0.05; number 32, H, carries 0.08; number 33, H, carries 0.03; number 34, H, carries 0.06; number 35, H, carries 0.08; number 36, H, carries 0.02; number 37, H, carries 0.04; number 38, H, carries 0.07; number 39, H, carries 0.05; number 40, H, carries 0.06; number 41, H, carries 0.08; number 42, H, carries 0.06; number 43, H, carries 0.03; number 44, H, carries 0.08; number 45, H, carries 0.04; number 46, H, carries 0.02; number 47, C, carries -0.58; number 48, C, carries -0.10; number 49, C, carries -0.02; number 50, C, carries 0.02; number 51, C, carries 0.00; number 52, C, carries -0.10; number 53, Se, carries 0.78; number 54, H, carries -0.06; number 55, H, carries 0.06; number 56, H, carries 0.08; number 57, H, carries 0.11; number 58, H, carries 0.14; number 59, H, carries 0.11; number 60, C, carries -0.04; number 61, N, carries 0.04; number 62, C, carries -0.57; number 63, N, carries 0.19; number 64, O, carries -0.21; number 65, H, carries 0.06; number 66, H, carries 0.10; number 67, H, carries 0.10; number 68, H, carries 0.16; number 69, H, carries 0.08; number 70, H, carries 0.13

Formula: C19H43Cl8N3P
Source: the OMol25 dataset
Level of theory: ωB97M-V with the def2-TZVPD basis set

Structure (XYZ):
```
74
C19H43Cl8N3P | the OMol25 dataset | ωB97M-V with the def2-TZVPD basis set
C -2.118 -1.393 0.772
C -0.572 -1.870 1.083
C 0.282 -2.542 -0.165
N -0.116 -1.714 2.369
P 0.690 -0.148 2.627
C 2.603 -0.484 2.471
C 0.364 0.404 4.425
C -1.209 0.408 4.883
N -2.201 0.088 3.786
C 0.119 1.265 1.478
C 0.738 1.201 -0.052
C 0.219 2.560 -0.822
C 0.380 2.531 -2.453
C -0.005 1.105 -3.166
N -1.473 0.814 -2.796
H -2.791 -1.831 1.654
H -2.552 -1.905 -0.214
H -2.268 -0.235 0.699
H 0.211 -3.725 -0.020
H -0.217 -2.341 -1.229
H 1.417 -2.245 -0.128
H 2.954 -0.709 3.589
H 2.781 -1.464 1.851
H 3.148 0.456 2.009
H 1.062 -0.226 5.160
H 0.744 1.529 4.530
H -1.425 -0.362 5.769
H -1.521 1.466 5.319
H -2.306 0.860 3.090
H -3.166 0.014 4.228
H -1.039 1.420 1.407
H 0.551 2.273 1.950
H 0.322 0.222 -0.540
H 1.921 1.209 0.054
H 0.880 3.452 -0.383
H -0.895 2.826 -0.485
H -0.391 3.335 -2.881
H 1.446 2.918 -2.823
H 0.728 0.291 -2.691
H 0.113 1.178 -4.332
H -2.047 0.690 -3.662
H -1.512 -0.018 -2.167
Cl -4.527 -4.233 1.269
C -3.635 -5.469 2.190
C -2.176 -5.556 1.772
Cl -1.984 -6.208 0.125
H -4.150 -6.427 2.059
H -3.703 -5.188 3.244
H -1.637 -6.230 2.444
H -1.687 -4.578 1.809
Cl 1.603 6.114 -0.753
C 3.082 6.134 0.239
C 3.940 4.898 0.018
Cl 3.171 3.422 0.651
H 2.786 6.236 1.288
H 3.641 7.030 -0.045
H 4.893 5.009 0.543
H 4.154 4.742 -1.044
Cl -4.785 1.961 -7.412
C -5.522 1.472 -5.865
C -4.478 1.181 -4.798
Cl -3.534 -0.286 -5.161
H -6.160 0.603 -6.052
H -6.160 2.300 -5.544
H -4.968 1.011 -3.835
H -3.779 2.014 -4.680
Cl 5.956 -1.702 0.900
C 5.395 -3.011 -0.170
C 5.124 -2.521 -1.584
Cl 3.711 -1.439 -1.663
H 4.502 -3.458 0.279
H 6.184 -3.768 -0.185
H 4.907 -3.372 -2.237
H 5.985 -1.987 -1.998
```

**HOMO level**: -11.2 eV
**Charge**: +1
**Kohn-Sham gap**: 7.556 eV
**Spin multiplicity**: 1
**LUMO energy**: -3.660 eV

And the Löwdin charges, in e, turn out to be: number 1, C, carries -0.08; number 2, C, carries -0.32; number 3, C, carries -0.05; number 4, N, carries -0.11; number 5, P, carries 0.95; number 6, C, carries -0.18; number 7, C, carries -0.27; number 8, C, carries -0.29; number 9, N, carries -0.07; number 10, C, carries -0.29; number 11, C, carries -0.25; number 12, C, carries -0.23; number 13, C, carries -0.21; number 14, C, carries -0.25; number 15, N, carries -0.03; number 16, H, carries 0.07; number 17, H, carries 0.10; number 18, H, carries 0.08; number 19, H, carries 0.10; number 20, H, carries 0.10; number 21, H, carries 0.04; number 22, H, carries 0.08; number 23, H, carries 0.05; number 24, H, carries 0.06; number 25, H, carries 0.11; number 26, H, carries 0.11; number 27, H, carries 0.14; number 28, H, carries 0.12; number 29, H, carries 0.05; number 30, H, carries 0.10; number 31, H, carries 0.08; number 32, H, carries 0.11; number 33, H, carries 0.08; number 34, H, carries 0.07; number 35, H, carries 0.02; number 36, H, carries 0.12; number 37, H, carries 0.12; number 38, H, carries 0.12; number 39, H, carries 0.10; number 40, H, carries 0.13; number 41, H, carries -0.03; number 42, H, carries 0.04; number 43, Cl, carries 0.55; number 44, C, carries -0.65; number 45, C, carries -0.66; number 46, Cl, carries 0.54; number 47, H, carries 0.07; number 48, H, carries 0.07; number 49, H, carries 0.08; number 50, H, carries 0.04; number 51, Cl, carries 0.57; number 52, C, carries -0.65; number 53, C, carries -0.62; number 54, Cl, carries 0.60; number 55, H, carries 0.07; number 56, H, carries 0.08; number 57, H, carries 0.08; number 58, H, carries 0.08; number 59, Cl, carries 0.54; number 60, C, carries -0.66; number 61, C, carries -0.65; number 62, Cl, carries 0.57; number 63, H, carries 0.07; number 64, H, carries 0.07; number 65, H, carries 0.08; number 66, H, carries 0.07; number 67, Cl, carries 0.54; number 68, C, carries -0.66; number 69, C, carries -0.65; number 70, Cl, carries 0.54; number 71, H, carries 0.06; number 72, H, carries 0.08; number 73, H, carries 0.08; number 74, H, carries 0.08